Formula: C6H22N2O4
Source: OMol25
Level of theory: wB97M-V/def2-TZVPD

Output
Relative energy (zero: lowest compared OMol25 entry of this formula, charge and spin)   104.2 kcal per mole
F_max   5.92 eV/Å
LUMO   0.0079 Ha
Multiplicity   1
Electronic energy   -17745.20885 eV

Each line ends with the Löwdin charge.
CARTESIAN COORDINATES (ANGSTROEM)
C (-2.971, -1.257, -1.122)  -0.08
C (-1.503, -1.001, -0.690)  -0.38
N (-0.591, -0.774, -1.865)  0.02
C (-1.070, -2.031, 0.631)  -0.12
C (-1.292, -1.131, 1.938)  -0.26
C (-0.350, -0.100, 2.227)  -0.21
C (0.957, -0.043, 2.082)  -0.21
N (1.566, 1.199, 1.828)  -0.01
H (-3.126, -2.337, -0.986)  0.05
H (-3.197, -1.092, -2.230)  0.10
H (-3.561, -0.771, -0.333)  0.07
H (-1.331, -0.047, -0.015)  0.12
H (0.264, -0.547, -1.433)  0.01
H (-0.505, -1.674, -2.389)  0.08
H (-0.038, -2.348, 0.722)  0.07
H (-1.747, -2.873, 0.542)  0.07
H (-1.180, -1.955, 2.820)  0.15
H (-2.423, -0.736, 1.885)  0.15
H (-0.731, 0.783, 2.784)  0.12
H (1.659, -0.869, 2.032)  0.12
H (1.230, 2.068, 2.270)  0.09
H (2.563, 1.444, 2.133)  0.12
O (3.081, -3.055, -0.799)  -0.07
H (2.407, -2.886, -1.546)  0.08
H (3.914, -3.126, -1.169)  -0.02
O (2.403, 1.383, -1.361)  -0.11
H (3.349, 1.296, -1.648)  0.06
H (2.309, 0.767, -0.551)  0.06
O (-1.326, 4.187, -1.310)  0.00
H (-1.439, 3.545, -1.970)  0.01
H (-0.490, 4.053, -1.053)  -0.12
O (0.993, 3.600, -0.330)  -0.08
H (0.826, 2.767, 0.147)  0.03
H (1.351, 3.562, -1.242)  0.07